No. 1
ORCA calculation (ωB97M-V/def2-TZVPD) on C33H29CaN5S6 as an isolated structure.

The energy above the lowest of the compared OMol25 structures with the same formula, charge and spin comes out at 0.0 kJ/mol. Its HOMO energy is -6.394 eV. The value obtained for the calculated total energy is -125596.941 eV. The spin multiplicity is 1. As for the total charge: 0. Its lowest unoccupied orbital energy is -0.00003 hartree.

Each line ends with the Mulliken charge.
Geometry (Å):
Ca  -0.50  -0.69  -0.18  0.534
S  -0.19  -2.28  -2.38  -0.284
C  -0.81  -3.38  -1.19  0.056
C  -2.06  -3.98  -1.34  -0.679
C  -2.56  -4.85  -0.40  -0.567
C  -1.78  -5.20  0.71  -0.679
C  -0.52  -4.65  0.86  -0.628
C  -0.06  -3.71  -0.05  0.417
S  1.47  -2.83  0.20  0.065
C  1.40  -2.57  2.01  -0.472
C  1.58  -1.15  2.46  -0.051
C  2.13  -0.93  3.72  -0.975
C  2.07  0.33  4.27  -0.783
C  1.50  1.35  3.52  -0.818
C  1.08  1.07  2.24  0.317
C  0.60  2.18  1.36  -0.720
S  -1.05  1.95  0.60  -0.055
C  -2.19  1.78  1.95  -0.230
C  -2.82  2.96  2.32  -0.463
C  -3.83  2.97  3.27  -0.789
C  -4.18  1.77  3.88  -0.491
C  -3.56  0.60  3.52  -0.773
C  -2.56  0.55  2.53  0.842
S  -1.90  -1.00  2.18  -0.298
N  1.09  -0.16  1.72  1.155
H  -2.64  -3.73  -2.22  0.451
H  -3.55  -5.27  -0.52  0.362
H  -2.17  -5.89  1.45  0.393
H  0.10  -4.95  1.69  0.466
H  2.13  -3.20  2.50  0.515
H  0.41  -2.87  2.34  0.256
H  2.56  -1.76  4.27  0.469
H  2.44  0.51  5.27  0.422
H  1.41  2.35  3.93  0.455
H  1.27  2.28  0.50  0.203
H  0.59  3.12  1.90  0.530
H  -2.53  3.88  1.83  0.392
H  -4.33  3.90  3.52  0.375
H  -4.96  1.76  4.63  0.359
H  -3.83  -0.33  4.00  0.446
C  -5.48  1.68  -0.74  -0.807
N  -4.40  1.99  -1.65  0.257
C  -4.29  3.13  -2.41  -0.652
C  -3.10  3.09  -3.03  -0.385
N  -2.46  1.91  -2.65  0.671
C  -3.29  1.21  -1.80  -0.261
S  -3.19  -0.32  -1.21  -0.222
C  -1.13  1.63  -3.05  -0.143
C  -0.72  2.02  -4.33  -0.826
C  0.61  1.90  -4.66  -0.537
C  1.49  1.39  -3.72  -0.893
C  0.98  0.97  -2.50  -0.172
N  -0.30  1.08  -2.17  0.734
H  -6.33  2.31  -0.98  0.320
H  -5.16  1.85  0.29  0.281
H  -5.75  0.64  -0.85  0.336
H  -5.06  3.88  -2.44  0.433
H  -2.63  3.80  -3.69  0.476
H  -1.44  2.39  -5.05  0.566
H  0.95  2.20  -5.65  0.416
H  2.55  1.30  -3.92  0.486
H  1.64  0.54  -1.75  0.241
S  3.88  0.25  -0.11  -0.422
C  5.26  -0.41  -0.76  0.329
N  6.46  0.19  -0.49  -0.053
C  7.65  -0.25  -0.96  -0.273
C  7.70  -1.35  -1.75  -0.588
C  6.50  -2.02  -2.06  -0.239
C  5.31  -1.57  -1.58  -0.590
H  6.40  1.01  0.10  0.226
H  8.53  0.32  -0.67  0.394
H  8.65  -1.70  -2.12  0.372
H  6.54  -2.90  -2.70  0.406
H  4.37  -2.07  -1.79  0.397

No. 2
ORCA calculation (ωB97M-V/def2-TZVPD) on C36H32BMnN6O6S2 as an isolated structure.

The energy above the lowest of the compared OMol25 structures with the same formula, charge and spin comes out at 0.0 kJ/mol. Its HOMO energy (alpha / beta) is -8.307 / -8.304 eV. The value obtained for the calculated total energy is -112748.699 eV. The spin multiplicity is 5. As for the total charge: 0. Its lowest unoccupied orbital energy (alpha / beta) is -0.07373 / -0.01449 hartree.

Each line ends with the Mulliken spin population.
Geometry (Å):
Mn  0.23  0.09  0.10  3.914
C  4.37  3.07  -2.00  0.000
C  3.85  1.74  -1.58  0.002
C  4.46  0.52  -1.61  0.015
C  3.52  -0.39  -1.10  0.009
N  2.40  0.26  -0.77  0.117
N  2.61  1.57  -1.07  -0.038
B  1.52  2.56  -0.77  -0.098
N  0.22  2.22  -1.57  0.043
N  -0.73  1.35  -1.13  -0.092
C  -1.74  1.35  -2.02  0.010
C  -1.41  2.21  -3.06  0.007
C  -0.16  2.73  -2.75  0.005
C  0.68  3.68  -3.52  -0.001
C  -2.97  0.59  -1.81  -0.009
C  -3.85  0.40  -2.87  0.000
C  -5.01  -0.34  -2.69  0.000
C  -5.30  -0.89  -1.45  0.002
C  -4.44  -0.69  -0.39  0.005
C  -3.29  0.06  -0.56  0.024
N  1.18  2.51  0.76  0.022
N  0.18  1.74  1.27  -0.029
C  0.06  2.04  2.57  -0.003
C  1.01  2.99  2.92  -0.002
C  1.70  3.26  1.74  0.006
C  2.84  4.19  1.52  0.000
C  -1.01  1.44  3.38  0.019
C  -0.80  1.17  4.73  0.003
C  -1.81  0.60  5.49  0.000
C  -3.03  0.30  4.90  0.002
C  -3.25  0.59  3.56  0.004
C  -2.24  1.17  2.81  0.001
C  3.76  -1.83  -0.90  -0.005
C  2.77  -2.70  -0.45  0.011
C  3.03  -4.05  -0.28  -0.001
C  4.29  -4.55  -0.55  0.000
C  5.29  -3.70  -1.00  0.000
C  5.02  -2.36  -1.18  0.000
H  5.37  2.95  -2.41  0.000
H  3.75  3.53  -2.77  0.000
H  4.42  3.77  -1.17  0.000
H  5.45  0.31  -1.97  0.000
H  1.86  3.66  -1.05  0.001
H  -2.00  2.45  -3.92  0.000
H  0.15  4.00  -4.42  0.000
H  0.93  4.57  -2.93  0.000
H  1.61  3.21  -3.83  0.000
H  -3.61  0.79  -3.85  0.000
H  -5.67  -0.50  -3.53  0.000
H  -6.20  -1.48  -1.32  0.000
H  -4.66  -1.12  0.58  0.000
H  -2.63  0.21  0.28  0.007
H  1.14  3.46  3.87  -0.001
H  3.06  4.74  2.43  0.000
H  3.73  3.64  1.23  0.000
H  2.62  4.91  0.72  0.000
H  0.17  1.36  5.18  0.000
H  -1.64  0.37  6.53  0.000
H  -3.82  -0.15  5.49  0.000
H  -4.21  0.38  3.10  0.000
H  -2.42  1.44  1.77  -0.003
H  1.78  -2.32  -0.27  0.008
H  2.24  -4.70  0.05  0.000
H  4.50  -5.61  -0.41  0.000
H  6.28  -4.08  -1.22  0.000
H  5.81  -1.71  -1.54  0.000
O  -1.71  -1.86  -2.80  0.002
S  -0.81  -2.40  -1.81  -0.006
O  0.00  -3.51  -2.20  -0.002
O  0.06  -1.31  -1.23  0.043
C  -1.82  -2.98  -0.46  0.013
C  -2.66  -4.05  -0.79  -0.002
C  -3.51  -4.60  0.15  0.000
C  -3.53  -4.09  1.45  0.001
C  -2.71  -3.03  1.78  0.003
C  -1.86  -2.48  0.83  -0.008
S  0.31  -1.91  2.29  0.005
O  -0.08  -1.54  3.62  0.001
O  1.15  -0.81  1.62  0.012
O  -1.09  -1.42  1.22  -0.017
H  -2.63  -4.44  -1.79  0.000
H  -4.14  -5.43  -0.12  0.000
H  -4.19  -4.52  2.19  0.000
H  -2.72  -2.61  2.77  0.000

No. 3
ORCA calculation (ωB97M-V/def2-TZVPD) on C25H22BrIIrN2O4PS as an isolated structure.

The energy above the lowest of the compared OMol25 structures with the same formula, charge and spin comes out at 559.5 kJ/mol. Its HOMO energy (alpha / beta) is -15.942 / -15.955 eV. The value obtained for the calculated total energy is -138525.701 eV. The spin multiplicity is 2. As for the total charge: +3. Its lowest unoccupied orbital energy (alpha / beta) is -0.43651 / -0.43625 hartree.

Each line ends with the Mulliken spin population.
Geometry (Å):
Ir  -1.26  -1.75  1.01  -0.004
O  0.70  1.17  3.59  0.006
S  0.14  0.36  2.59  0.024
O  -0.27  1.39  1.33  0.011
O  -1.03  -0.43  2.83  0.010
C  1.43  -0.56  1.69  0.243
C  2.76  -0.98  2.26  0.534
C  4.28  -0.51  0.15  0.018
C  3.92  0.21  -1.09  0.000
C  2.68  0.85  -1.34  -0.002
C  1.80  0.97  -0.31  0.001
P  0.03  1.47  -0.25  0.004
C  -0.26  3.11  -0.73  0.003
C  -1.05  3.37  -1.86  0.000
C  -1.24  4.68  -2.25  0.000
C  -0.65  5.72  -1.54  0.000
C  0.14  5.46  -0.42  0.000
C  0.35  4.16  -0.01  0.000
C  -0.92  0.24  -1.10  0.000
C  -2.25  0.04  -0.69  -0.001
C  -3.05  -0.80  -1.47  0.000
C  -2.55  -1.40  -2.62  0.000
C  -1.23  -1.18  -3.01  0.000
C  -0.41  -0.37  -2.25  -0.001
H  3.03  -1.68  3.04  -0.076
H  5.36  -0.45  0.30  0.004
H  4.63  0.16  -1.90  0.002
H  2.47  1.21  -2.34  0.000
H  -1.52  2.56  -2.41  0.000
H  -1.86  4.90  -3.11  0.000
H  -0.81  6.74  -1.85  0.000
H  0.59  6.27  0.13  0.000
H  0.95  3.96  0.87  0.001
H  -2.69  0.59  0.13  0.000
H  -4.08  -0.96  -1.18  0.000
H  -3.20  -2.02  -3.22  0.000
H  -0.85  -1.64  -3.91  0.000
H  0.61  -0.21  -2.56  0.000
Br  4.71  1.13  2.43  0.072
C  3.55  -0.03  1.41  0.188
C  3.97  -1.92  -0.31  -0.024
C  2.80  -2.57  -0.34  0.028
C  1.40  -2.28  -0.05  -0.013
N  0.73  -1.53  0.79  0.026
C  2.22  0.63  1.05  -0.042
H  4.83  -2.46  -0.70  -0.001
H  2.87  -3.58  -0.75  0.001
H  0.74  -2.91  -0.63  0.005
H  2.10  1.51  1.70  -0.017
N  -5.12  -2.78  2.33  0.000
C  -3.85  -2.85  1.96  0.000
O  -3.28  -1.85  1.47  0.001
C  -3.14  -4.16  2.18  0.000
I  -1.58  -4.33  0.73  0.001
H  -5.61  -1.90  2.26  0.000
H  -5.61  -3.56  2.72  0.000
H  -3.80  -5.02  2.08  0.000
H  -2.66  -4.16  3.15  0.000

No. 4
ORCA calculation (ωB97M-V/def2-TZVPD) on the molecule C4H7NO2 in a non-equilibrium geometry.

The energy above the lowest of the compared OMol25 structures with the same formula, charge and spin comes out at 154.7 kJ/mol. Its HOMO energy is -9.333 eV. The value obtained for the calculated total energy is -9845.677 eV. The structure (SMILES) is CCC(=O)C(N)=O. The spin multiplicity is 1. As for the total charge: 0. Its lowest unoccupied orbital energy is 0.02000 hartree.

Each line ends with the Mulliken charge.
Geometry (Å):
C  -0.60  1.25  -1.39  -1.059
C  -1.23  0.22  -0.49  -0.123
C  -0.46  -0.63  0.43  0.497
O  -0.84  -1.74  0.81  -0.660
C  1.05  -0.24  0.75  0.419
N  1.65  -1.28  1.33  -0.337
O  1.56  0.83  0.52  -0.607
H  -0.18  0.77  -2.27  0.286
H  0.15  1.84  -0.88  0.306
H  -1.37  1.95  -1.73  0.332
H  -2.05  -0.34  -0.95  0.357
H  -1.35  0.69  0.69  0.112
H  2.60  -1.22  1.64  0.227
H  1.07  -2.10  1.52  0.251

No. 5
ORCA calculation (ωB97M-V/def2-TZVPD) on a 3-piece molecular cluster, C3H8N2O2 overall in a non-equilibrium geometry.

The energy above the lowest of the compared OMol25 structures with the same formula, charge and spin comes out at 130.8 kJ/mol. Its HOMO energy is -8.833 eV. The value obtained for the calculated total energy is -10315.597 eV. The structure (SMILES) is c1c[nH]cn1.O.O. The spin multiplicity is 1. As for the total charge: 0. Its lowest unoccupied orbital energy is 0.00900 hartree.

Each line ends with the Mulliken charge.
Geometry (Å):
C  -1.55  0.76  -1.53  -0.296
C  -0.68  -0.23  -1.16  -0.362
N  0.35  0.41  -0.51  0.020
C  0.05  1.75  -0.56  -0.132
N  -1.07  1.99  -1.18  -0.565
H  -2.59  0.61  -1.75  0.363
H  -0.78  -1.30  -1.23  0.377
H  0.98  0.03  0.18  0.291
H  0.84  2.44  -0.32  0.361
O  -1.39  -1.18  2.17  -0.644
H  -2.17  -0.90  1.66  0.328
H  -0.69  -0.57  1.90  0.291
O  2.67  -1.17  0.45  -0.670
H  2.64  -1.96  1.00  0.326
H  3.40  -0.68  0.86  0.312

No. 6
ORCA calculation (ωB97M-V/def2-TZVPD) on a 7-piece molecular cluster, C26H61Cl8N3 overall in a non-equilibrium geometry.

The energy above the lowest of the compared OMol25 structures with the same formula, charge and spin comes out at 1902.6 kJ/mol. Its HOMO energy is -8.261 eV. The value obtained for the calculated total energy is -132580.214 eV. The structure (SMILES) is CCN(CC)CC.CCN(CC)CC.CCN(CC)CC.ClCCCl.ClCCCl.ClCCCl.ClCCCl. The spin multiplicity is 1. As for the total charge: 0. Its lowest unoccupied orbital energy is 0.01854 hartree.

Each line ends with the Mulliken charge.
Geometry (Å):
C  -2.38  -0.20  3.09  -0.920
C  -2.15  -1.68  3.10  -0.916
N  -0.92  -2.18  3.67  0.796
C  -0.74  -2.04  5.09  -0.676
C  -1.76  -2.04  5.86  -1.967
C  -0.80  -3.67  3.44  -0.752
C  0.58  -4.12  3.16  -1.133
H  -2.36  0.33  4.15  0.327
H  -3.42  0.06  2.65  0.329
H  -1.43  0.38  2.78  -0.096
H  -1.97  -1.67  2.08  -0.391
H  -3.02  -2.29  3.47  0.461
H  -0.48  -0.93  5.27  0.241
H  0.18  -2.40  5.32  0.820
H  -2.96  -2.02  5.79  0.183
H  -1.65  -1.36  6.57  0.574
H  -1.88  -2.92  6.45  0.474
H  -1.54  -3.76  2.49  0.459
H  -1.24  -4.18  4.24  0.569
H  1.25  -3.74  3.75  0.499
H  1.14  -3.80  2.21  0.064
H  0.75  -5.35  3.15  0.144
C  1.55  -2.14  -3.67  -0.790
C  2.29  -2.06  -2.37  -0.038
N  2.40  -0.70  -1.75  1.067
C  2.64  -0.58  -0.35  1.639
C  3.28  -1.63  0.25  -1.641
C  3.48  0.06  -2.47  -0.366
C  3.67  1.56  -2.24  -1.265
H  0.79  -1.50  -3.65  -0.060
H  1.08  -3.16  -4.12  0.271
H  2.15  -1.54  -4.44  0.221
H  3.32  -2.68  -2.35  0.176
H  1.65  -2.63  -1.53  0.034
H  1.65  -0.63  0.11  -1.742
H  2.85  0.47  0.04  0.190
H  3.43  -2.71  -0.28  0.208
H  2.92  -1.82  1.26  0.326
H  4.46  -1.48  0.32  0.192
H  3.30  0.08  -3.47  0.438
H  4.49  -0.35  -2.20  0.231
H  2.93  2.29  -2.68  0.193
H  4.52  1.97  -2.80  0.518
H  3.81  1.94  -1.17  0.183
C  -2.56  5.58  -1.03  -0.932
C  -1.30  5.76  -0.16  -0.368
N  -0.22  4.80  -0.72  0.098
C  1.10  5.28  -0.60  -0.849
C  1.38  6.04  0.53  -1.378
C  -0.37  3.54  -0.04  -1.029
C  0.36  2.42  -0.72  -1.612
H  -3.28  4.66  -0.55  0.161
H  -2.40  5.45  -2.20  0.187
H  -3.15  6.63  -0.96  0.391
H  -1.59  5.68  0.91  0.314
H  -0.96  6.87  -0.71  0.257
H  0.82  6.10  -1.24  0.477
H  1.62  4.68  -1.26  0.919
H  0.64  6.34  1.20  0.345
H  2.19  6.77  0.32  0.374
H  1.94  5.27  1.14  0.186
H  -1.46  3.06  0.25  0.159
H  -0.21  3.77  0.95  0.988
H  1.54  2.35  -0.37  -0.077
H  0.19  2.43  -1.67  1.387
H  0.01  1.48  -0.26  0.195
Cl  -3.90  -5.53  -3.52  -0.210
C  -2.48  -4.92  -4.48  -0.298
C  -2.86  -3.45  -4.92  -0.334
Cl  -1.39  -2.73  -5.60  -0.171
H  -2.22  -5.68  -5.37  0.332
H  -1.62  -4.88  -3.79  0.196
H  -3.30  -2.95  -4.05  0.110
H  -3.56  -3.38  -5.72  0.417
Cl  -0.33  -3.53  0.33  -0.148
C  -1.32  -2.20  0.86  0.211
C  -1.61  -1.35  -0.42  -0.395
Cl  -2.68  -2.17  -1.63  -0.177
H  -0.55  -1.52  1.45  -0.507
H  -2.06  -2.30  1.44  1.957
H  -0.67  -0.97  -1.01  -0.434
H  -2.08  -0.37  -0.15  0.263
Cl  -0.74  1.20  -5.17  -0.201
C  -1.83  0.82  -3.85  0.155
C  -2.30  2.10  -3.26  -0.456
Cl  -3.55  1.64  -2.10  -0.180
H  -1.27  0.09  -2.99  -0.381
H  -2.69  0.35  -4.22  0.422
H  -2.56  2.64  -4.06  0.609
H  -1.45  2.73  -2.64  -0.050
Cl  2.91  -1.50  4.51  -0.181
C  3.03  -0.26  3.24  -0.626
C  1.69  -0.07  2.66  -0.233
Cl  1.61  1.24  1.39  -0.161
H  3.83  -0.59  2.50  0.187
H  3.25  0.60  3.70  0.694
H  0.95  -0.11  3.40  0.692
H  1.61  -1.07  2.40  -0.365

No. 7
ORCA calculation (ωB97M-V/def2-TZVPD) on a 2-piece molecular cluster, F2H4NPSi overall in a non-equilibrium geometry.

The energy above the lowest of the compared OMol25 structures with the same formula, charge and spin comes out at 149.8 kJ/mol. Its HOMO energy (alpha / beta) is -6.672 / -10.367 eV. The value obtained for the calculated total energy is -24152.872 eV. The spin multiplicity is 3. As for the total charge: 0. Its lowest unoccupied orbital energy (alpha / beta) is 0.02125 / -0.09917 hartree.

Each line ends with the Mulliken spin population.
Geometry (Å):
N  1.24  0.12  -0.99  1.011
F  -2.63  1.30  -0.12  0.001
F  -3.26  -0.97  -0.55  0.000
Si  2.13  0.04  0.43  0.918
P  -2.47  -0.17  0.61  0.002
H  1.64  0.11  -1.91  -0.024
H  -1.18  -0.41  -0.08  0.002
H  3.11  0.89  1.07  0.039
H  1.43  -0.93  1.54  0.050

No. 8
ORCA calculation (ωB97M-V/def2-TZVPD) on an isolated ion of composition C4H9N4O2 and charge +1 in a non-equilibrium geometry.

The energy above the lowest of the compared OMol25 structures with the same formula, charge and spin comes out at 432.0 kJ/mol. Its HOMO energy (alpha / beta) is -12.545 / -14.346 eV. The value obtained for the calculated total energy is -14333.639 eV. The spin multiplicity is 3. As for the total charge: +1. Its lowest unoccupied orbital energy (alpha / beta) is -0.11476 / -0.30607 hartree.

Each line ends with the Mulliken spin population.
Geometry (Å):
C  -0.47  -0.82  -0.19  0.098
C  -1.33  0.51  0.08  0.293
C  1.54  1.18  -1.14  0.010
C  0.38  0.09  1.92  -0.006
N  -0.03  0.37  0.55  0.361
N  -0.89  -2.04  0.37  0.227
N  1.75  2.36  -1.29  0.023
N  0.11  -0.81  -1.48  0.386
O  0.52  0.42  -1.93  0.008
O  0.20  -1.78  -2.19  0.548
H  -1.44  1.15  -0.71  0.030
H  -2.07  0.43  0.92  0.008
H  1.93  0.48  -0.54  -0.005
H  -0.24  0.86  2.44  0.000
H  0.07  -0.93  2.28  0.018
H  1.41  0.16  2.02  0.013
H  -1.24  -2.69  -0.31  -0.003
H  1.36  3.04  -1.91  0.000
H  -1.58  -2.00  1.12  -0.009